C43H41BN12O4PbSe | wB97M-V/def2-TZVPD

For the HOMO energy, the calculation gives -6.7446 eV. As for the gap between HOMO and LUMO: 4.40 eV. For the LUMO energy, the calculation gives -2.344 eV. The energy relative to the best compared isomer or geometry (same formula, charge and spin) comes out at 164.5 kcal/mol. Its multiplicity is 1. The maximum force comes out at 1.0 eV Å⁻¹.

Structure (XYZ):
```
103
Properties=species:S:1:pos:R:3:forces:R:3
Pb -0.1343 -0.8115 0.2480 0.38 -0.53 0.82
O -1.0486 -5.1681 -0.7645 0.03 -0.03 -0.04
C -1.2179 -4.1387 -0.1134 -0.15 0.09 0.10
O -0.4243 -3.4802 0.6103 -0.02 0.00 -0.26
C -2.5788 -3.4355 -0.1947 0.20 0.05 -0.04
C -3.7761 -3.8906 0.3648 -0.02 0.00 0.06
C -4.8554 -3.0321 0.4423 0.02 -0.01 0.01
C -4.7343 -1.7261 -0.0280 0.05 0.02 0.04
C -3.5379 -1.4055 -0.6479 -0.15 -0.20 0.10
N -2.5077 -2.2413 -0.7694 -0.05 0.03 -0.16
C -3.3126 -0.1048 -1.2741 0.12 0.13 -0.23
O -3.7524 0.9329 -0.6796 -0.02 0.01 0.05
O -1.8756 -0.7959 -3.1336 0.17 -0.01 -0.03
H -3.8269 -4.8984 0.7536 0.00 0.00 0.00
H -5.7812 -3.3571 0.8988 0.00 0.00 0.00
H -5.5339 -1.0046 0.0669 0.01 0.01 -0.01
C 2.3221 2.9675 3.9872 0.00 0.02 0.00
C 1.3379 1.9106 3.6149 0.01 -0.02 0.01
C 0.6675 1.0258 4.4331 0.00 -0.03 0.03
C -0.1162 0.2475 3.5686 0.12 -0.02 -0.09
N 0.0904 0.6301 2.3162 -0.16 0.18 -0.02
N 0.9693 1.6542 2.3379 -0.01 0.03 -0.06
B 1.1901 2.4936 1.0701 -0.09 0.08 0.13
N 2.0091 1.7702 -0.0224 0.16 0.04 -0.07
N 1.4868 0.7516 -0.7282 -0.08 -0.09 -0.34
C 2.4354 0.3321 -1.5395 -0.08 0.03 0.10
C 3.6005 1.0745 -1.3951 0.05 0.00 -0.03
C 3.2863 1.9865 -0.4031 -0.01 -0.04 0.01
C 4.1633 3.0243 0.2096 0.00 0.01 0.01
C 2.2517 -0.4183 -3.8264 0.02 -0.05 -0.14
C 3.4937 -0.2633 -4.4207 0.00 -0.06 0.00
C 3.5586 0.1512 -5.7404 -0.01 0.00 0.00
C 2.3940 0.3973 -6.4567 0.01 0.00 -0.01
C 1.1630 0.2268 -5.8460 -0.02 0.00 -0.01
C 1.0845 -0.1818 -4.5201 -0.01 0.06 0.07
N -0.1925 2.9186 0.4713 -0.09 -0.12 0.05
N -1.1295 2.0391 0.0571 -0.10 0.15 -0.23
C -2.1319 2.7749 -0.4149 0.11 0.15 0.09
C -1.8542 4.1475 -0.2942 0.03 0.03 0.00
C -0.6049 4.1934 0.2783 0.02 0.03 -0.03
C 0.1984 5.3958 0.6469 0.00 0.00 0.02
C -3.3199 2.2547 -1.0776 -0.09 -0.12 0.05
C -2.8575 -0.0379 -2.6560 -0.30 0.07 0.13
C -3.8171 0.4073 -3.5151 0.06 -0.05 -0.08
C -5.0312 1.1704 -3.3309 0.03 -0.08 -0.04
C -5.2223 2.2816 -2.5993 -0.01 0.05 -0.03
C -4.1624 2.9241 -1.8532 0.05 0.01 0.00
C -1.1089 -0.8054 3.8398 -0.08 0.03 0.01
C -0.8825 -1.8109 4.7743 -0.01 0.03 0.02
C -1.8474 -2.7813 4.9957 0.00 -0.01 0.00
C -3.0482 -2.7512 4.3010 -0.01 -0.01 0.01
C -3.2850 -1.7420 3.3789 0.01 0.00 -0.01
C -2.3188 -0.7759 3.1440 0.01 -0.01 0.03
H 2.4154 3.0115 5.0704 0.00 -0.01 0.00
H 2.0196 3.9513 3.6270 0.00 0.00 0.00
H 3.3073 2.7473 3.5731 0.00 0.01 0.00
H 0.7377 0.9514 5.5048 0.00 0.00 0.00
H 1.7833 3.4840 1.3675 0.03 0.01 0.01
H 4.5463 0.9456 -1.8889 -0.01 0.00 -0.02
H 5.1458 2.9896 -0.2566 0.00 0.00 -0.01
H 4.2854 2.8479 1.2783 0.00 0.01 0.00
H 3.7529 4.0260 0.0796 0.00 0.00 0.00
H 4.3851 -0.5100 -3.8628 -0.01 0.00 0.02
H 4.5238 0.2692 -6.2153 0.00 0.00 0.00
H 2.4494 0.7115 -7.4909 0.00 0.00 0.00
H 0.2506 0.4044 -6.4008 0.00 0.00 0.00
H 0.1300 -0.3196 -4.0434 -0.05 -0.01 0.03
H -2.4704 4.9890 -0.5606 -0.01 -0.01 0.00
H -0.3370 6.2950 0.3475 -0.01 -0.01 0.00
H 1.1693 5.3927 0.1524 0.00 0.01 0.00
H 0.3738 5.4412 1.7219 0.01 0.00 0.00
H -1.3033 -1.1952 -2.4484 -0.05 0.00 0.01
H -3.7011 -0.0249 -4.5066 0.02 0.03 -0.01
H -5.8403 0.8589 -3.9821 -0.02 0.00 0.02
H -6.1637 2.8059 -2.7124 -0.01 0.00 0.03
H -3.9883 3.9818 -2.0018 0.02 0.00 -0.03
H 0.0706 -1.8561 5.2825 -0.04 0.00 0.00
H -1.6536 -3.5730 5.7078 0.00 0.00 0.00
H -3.7991 -3.5103 4.4827 0.00 0.00 0.00
H -4.2304 -1.6966 2.8552 -0.01 0.00 -0.01
H -2.5044 0.0377 2.4498 -0.01 -0.01 -0.01
Se 2.4704 -1.6458 1.1544 0.05 -0.04 0.02
C 2.1698 -2.0504 2.9199 -0.08 0.11 -0.05
N 2.0424 -2.2617 4.0490 0.10 -0.08 -0.04
C 2.1064 -5.6224 -3.4786 -0.03 0.01 -0.03
C 3.4624 -5.0284 -3.1072 0.05 0.01 0.02
C 4.0467 -4.2220 -4.2630 0.02 -0.01 0.00
C 3.3860 -4.1970 -1.8259 0.00 0.03 0.04
N 2.6265 -2.9717 -1.9938 -0.16 -0.14 -0.13
C 1.3484 -2.8118 -1.9145 0.12 0.02 0.02
N 0.9609 -1.5292 -2.0373 -0.25 0.21 -0.10
N 2.2233 -0.8476 -2.3857 0.12 -0.05 0.07
N 3.3313 -1.7766 -2.1091 0.13 0.13 0.18
H 2.2208 -6.3858 -4.2496 0.00 0.01 -0.01
H 1.4422 -4.8532 -3.8813 0.00 0.01 0.02
H 1.6061 -6.0742 -2.6199 0.02 -0.02 0.00
H 4.1487 -5.8502 -2.8764 -0.03 -0.01 0.02
H 3.4017 -3.3747 -4.5071 0.00 -0.01 0.00
H 4.1395 -4.8440 -5.1549 0.00 0.00 0.00
H 5.0322 -3.8233 -4.0156 0.00 -0.01 0.00
H 4.3762 -3.8833 -1.4968 0.00 0.01 -0.01
H 2.9227 -4.7586 -1.0137 -0.01 -0.03 -0.02
H 0.6635 -3.6130 -1.6721 0.00 -0.02 -0.05
```
Positions in Å, forces in eV/Å.

Mulliken atomic charge list, values in e, 99 entries: Pb 2.053; O -0.732; C -0.028; O -0.643; C 0.607; C -0.625; C -0.657; C -0.826; C 0.307; N 0.218; C 1.312; O -0.331; O -0.508; H 0.554; H 0.447; H 0.504; C -1.449; C 0.709; C -1.089; C -0.559; N 0.178; N 1.005; B -1.721; N 0.728; N -0.358; C 0.011; C -1.068; C 0.163; C -1.432; C 0.500; C -0.091; C -0.960; C -0.530; C -0.767; C -0.589; N -0.206; N 1.151; C 0.374; C -1.798; C 0.682; C -1.458; C 0.442; C 0.123; C -0.386; C -0.715; C -0.818; C -0.212; C 0.402; C -0.496; C -0.921; C -0.614; C -0.555; C -0.103; H 0.395; H 0.212; H 0.182; H 0.512; H -0.154; H 0.600; H 0.447; H 0.172; H 0.209; H 0.579; H 0.395; H 0.406; H 0.447; H 0.525; H 0.493; H 0.404; H 0.242; H 0.240; H 0.050; H 0.495; H 0.434; H 0.468; H 0.397; H 0.433; H 0.392; H 0.423; H 0.559; H 0.592; Se -0.155; C 0.316; N -0.671; C -1.355; C 0.763; C -1.284; C -1.631; N 1.219; C -1.410; N 0.553; N 1.097; N -0.990; H 0.438; H 0.200; H 0.380; H 0.358; H 0.071; H 0.462